Entry 1:
{"formula": "C38H65F3O10", "method": "ωB97M-V/def2-TZVPD", "species": ["F", "C", "C", "C", "C", "C", "C", "H", "H", "H", "H", "H", "F", "C", "C", "C", "C", "C", "C", "H", "H", "H", "H", "H", "F", "C", "C", "C", "C", "C", "C", "H", "H", "H", "H", "H", "C", "O", "C", "C", "O", "C", "H", "H", "H", "H", "H", "H", "H", "H", "H", "H", "C", "O", "C", "C", "O", "C", "H", "H", "H", "H", "H", "H", "H", "H", "H", "H", "C", "O", "C", "C", "O", "C", "H", "H", "H", "H", "H", "H", "H", "H", "H", "H", "C", "O", "C", "C", "O", "C", "H", "H", "H", "H", "H", "H", "H", "H", "H", "H", "C", "O", "C", "C", "O", "C", "H", "H", "H", "H", "H", "H", "H", "H", "H", "H"], "coordinates": [[-0.28769, 2.94484, 5.00275], [-0.65817, 1.72221, 4.52545], [0.14176, 1.21204, 3.52175], [-0.20489, 0.01722, 2.91506], [-1.27471, -0.76265, 3.36893], [-2.05720, -0.25665, 4.40516], [-1.81311, 1.03941, 4.91162], [1.02229, 1.75080, 3.20427], [0.38544, -0.41585, 2.12112], [-1.39914, -1.74189, 2.93074], [-2.87545, -0.89016, 4.71425], [-2.47085, 1.46067, 5.65752], [4.77533, 3.27583, 1.61067], [4.69786, 4.14197, 2.61113], [3.72271, 3.97465, 3.54066], [3.58067, 4.86090, 4.62581], [4.37225, 6.00071, 4.66548], [5.32809, 6.23778, 3.66809], [5.46531, 5.29585, 2.65290], [3.07401, 3.11348, 3.47752], [2.80928, 4.67267, 5.35788], [4.40102, 6.59783, 5.56494], [5.91082, 7.14578, 3.71668], [6.14371, 5.48922, 1.83509], [3.15399, -0.25087, -1.26137], [1.94032, 0.23650, -1.07721], [1.83628, 1.29044, -0.20797], [0.56862, 1.78244, 0.14441], [-0.58298, 1.11131, -0.35915], [-0.45057, 0.13829, -1.26806], [0.84107, -0.28922, -1.66229], [2.77046, 1.54083, 0.27268], [0.48603, 2.41872, 1.01315], [-1.60051, 1.40193, -0.14335], [-1.35204, -0.38536, -1.55010], [1.01267, -1.12819, -2.32039], [-0.98768, -2.02907, -5.06834], [0.05089, -2.75423, -4.40358], [-0.41412, -3.81176, -3.58321], [0.79192, -4.45439, -2.90796], [1.35735, -3.46873, -2.03749], [2.05299, -3.90083, -0.87224], [-0.49537, -1.37182, -5.78510], [-1.46697, -1.36166, -4.35213], [-1.69619, -2.64939, -5.61726], [-1.00341, -4.48142, -4.20963], [-1.09940, -3.51195, -2.79037], [1.52460, -4.79065, -3.64158], [0.47248, -5.36113, -2.39426], [2.65977, -4.80332, -0.94597], [1.28123, -3.94158, -0.10359], [2.76172, -3.10078, -0.65842], [4.97777, 0.23664, 2.51981], [6.06852, -0.43649, 1.89602], [5.81039, -0.93179, 0.57684], [7.06671, -1.74352, 0.13081], [8.37109, -1.03904, 0.20147], [8.47547, -0.26527, -1.02533], [4.45559, 0.95830, 1.89161], [5.38568, 0.78919, 3.36621], [4.21210, -0.46302, 2.85498], [5.62299, -0.06594, -0.05820], [4.86324, -1.47121, 0.58164], [6.79354, -2.18896, -0.82576], [7.14062, -2.57887, 0.82712], [8.00582, 0.71436, -0.93666], [8.07398, -0.80791, -1.88117], [9.50908, 0.01117, -1.23350], [-4.37892, -0.90792, -2.28717], [-4.90139, -2.12485, -2.86413], [-5.12852, -1.94582, -4.26283], [-5.85616, -3.10225, -4.89168], [-5.00956, -4.26544, -4.78169], [-5.40998, -5.26259, -5.64567], [-4.45147, -1.05055, -1.20898], [-4.98609, -0.04552, -2.56234], [-3.36098, -0.64201, -2.57209], [-4.14504, -1.84926, -4.72276], [-5.68857, -1.01962, -4.39164], [-6.09465, -2.87635, -5.93101], [-6.82567, -3.34199, -4.45500], [-4.68742, -6.07188, -5.75089], [-5.57555, -4.96013, -6.67968], [-6.31916, -5.79744, -5.37101], [-0.85965, 9.00641, 2.60847], [-2.22667, 8.71126, 2.38603], [-2.48097, 7.33537, 2.33743], [-1.76787, 6.60091, 1.18899], [-0.43306, 6.17618, 1.39943], [-0.38217, 5.17174, 2.43022], [-0.84031, 9.98746, 3.08310], [-0.29721, 9.05331, 1.67597], [-0.32281, 8.34890, 3.29226], [-3.55100, 7.30741, 2.13164], [-2.24724, 6.90378, 3.31067], [-1.54920, 7.30464, 0.38585], [-2.36616, 5.81559, 0.72700], [-1.17038, 4.42453, 2.33796], [-0.61532, 5.73360, 3.33468], [0.64542, 4.80866, 2.41158], [-2.12482, -3.12692, 0.06385], [-3.25283, -3.80241, -0.27175], [-3.22833, -4.64351, -1.37158], [-4.56320, -5.34162, -1.65389], [-4.87974, -6.48667, -0.91890], [-4.88214, -6.25097, 0.49096], [-2.30241, -2.72558, 1.06159], [-2.07502, -2.23823, -0.56532], [-1.22372, -3.74019, 0.06165], [-2.50593, -5.44775, -1.23216], [-2.90033, -4.20101, -2.31216], [-4.63737, -5.68875, -2.68448], [-5.40627, -4.65095, -1.63691], [-5.06765, -7.24188, 0.90545], [-5.74744, -5.66284, 0.79669], [-3.95418, -5.85517, 0.90366]], "largest_force_ev_per_a": 3.18, "orbital_gap_ev": 9.80, "homo_ev": -9.2, "e_tot_ha": -2538.605372, "smiles": "Fc1ccccc1.Fc1ccccc1.Fc1ccccc1.COCCOC.COCCOC.COCCOC.COCCOC.COCCOC"}

=====

Entry 2:
{"formula": "C38H66AsCoGeN3SSbSe4Si3", "method": "ωB97M-V/def2-TZVPD", "species": ["Co", "Se", "Sb", "Se", "Se", "Se", "C", "C", "N", "C", "S", "N", "C", "C", "H", "H", "H", "H", "H", "H", "H", "H", "H", "H", "H", "H", "C", "Si", "C", "C", "Ge", "Si", "C", "C", "C", "Si", "C", "C", "C", "H", "H", "H", "H", "H", "H", "H", "H", "H", "H", "H", "H", "H", "H", "H", "H", "H", "H", "H", "H", "H", "H", "H", "H", "H", "H", "H", "C", "C", "C", "C", "C", "C", "As", "N", "C", "C", "C", "C", "C", "C", "C", "C", "C", "C", "C", "C", "C", "C", "C", "C", "C", "C", "H", "H", "H", "H", "H", "H", "H", "H", "H", "H", "H", "H", "H", "H", "H", "H", "H", "H", "H", "H", "H", "H", "H", "H", "H", "H", "H"], "coordinates": [[-1.45152, -1.31908, 0.78537], [-1.90885, -5.47628, 2.57545], [-3.27427, -3.47827, 2.33545], [-1.96201, -1.41198, 3.15993], [-3.10570, -2.70560, -0.14913], [-5.57095, -3.56521, 2.95783], [-0.78994, -5.97255, -3.42376], [-0.22644, -5.30612, -2.15750], [-0.50014, -3.86465, -2.15214], [0.17168, -2.90226, -2.78187], [-0.26292, -1.25310, -2.54644], [1.15035, -3.27471, -3.60746], [2.16530, -2.36620, -4.13554], [1.77655, -1.69473, -5.46207], [-0.38401, -6.99131, -3.48418], [-0.50402, -5.43136, -4.30932], [-1.87680, -6.01985, -3.36144], [0.87902, -5.44917, -1.97624], [-0.72259, -5.68533, -1.27101], [-1.28852, -3.55775, -1.59817], [1.36509, -4.26093, -3.65790], [3.09541, -2.90018, -4.24585], [2.33659, -1.56342, -3.40576], [1.68796, -2.39058, -6.30106], [2.55612, -0.95247, -5.74035], [0.82649, -1.14339, -5.35772], [-6.85878, 1.89187, 1.01020], [-5.58765, 0.51300, 1.25016], [-5.54252, 0.25281, 3.13168], [-6.46195, -0.98569, 0.52694], [-3.53515, 1.01762, 0.27903], [-3.50619, 1.41089, -2.11270], [-4.68731, 2.77979, -2.61035], [-4.02903, -0.13483, -3.07850], [-1.77680, 1.86161, -2.82817], [-2.67942, 3.00957, 1.33734], [-2.24355, 2.68830, 3.14030], [-3.84014, 4.49520, 1.37091], [-1.16662, 3.55098, 0.33720], [-7.72741, 1.67257, 1.64064], [-7.20563, 1.91032, -0.03237], [-6.49791, 2.87966, 1.26210], [-6.57433, 0.27806, 3.48928], [-4.98996, 1.00880, 3.68496], [-5.10060, -0.73826, 3.32392], [-7.37892, -1.12442, 1.16577], [-5.88542, -1.90190, 0.65303], [-6.76412, -0.84094, -0.52364], [-5.66493, 2.67342, -2.15171], [-4.83238, 2.92080, -3.68253], [-4.26468, 3.70252, -2.23316], [-5.02196, -0.52265, -2.85699], [-3.31706, -0.92855, -2.82317], [-3.92906, 0.11050, -4.14543], [-1.34759, 2.71654, -2.33843], [-1.91219, 2.10214, -3.89876], [-1.09761, 1.01610, -2.74181], [-3.11119, 2.81175, 3.78827], [-1.40738, 3.31792, 3.49453], [-1.91910, 1.67012, 3.27593], [-4.56431, 4.33978, 2.15944], [-4.35052, 4.71179, 0.44059], [-3.25832, 5.39705, 1.61297], [-0.57110, 2.70437, 0.00614], [-0.50124, 4.24376, 0.87622], [-1.50495, 4.07303, -0.56742], [8.05212, -0.78635, 0.33551], [6.57202, -0.47653, 0.29163], [5.93841, -0.09134, -0.87430], [4.55729, 0.13689, -0.93978], [3.99306, 0.47842, -2.28861], [3.77830, -0.02048, 0.22202], [1.80375, 0.46390, 0.03657], [0.84530, -0.98763, 0.77892], [1.35967, -2.23983, 0.54668], [2.37370, -2.56191, -0.40555], [2.89536, -3.83409, -0.44482], [2.44495, -4.81929, 0.41300], [1.38021, -4.55556, 1.26705], [0.81796, -3.29154, 1.32227], [1.82937, 1.94990, 1.35628], [2.36652, 3.12857, 0.82126], [2.90644, 3.23194, -0.59598], [2.37512, 4.30114, 1.55169], [1.94427, 4.33311, 2.86608], [2.02370, 5.63004, 3.66634], [1.37546, 3.17879, 3.37840], [1.31446, 1.97753, 2.66240], [0.58278, 0.80720, 3.26756], [4.41048, -0.37061, 1.44141], [3.68586, -0.61310, 2.75322], [5.79188, -0.53873, 1.43923], [8.51790, -0.77730, -0.65240], [8.24474, -1.78174, 0.75756], [8.60295, -0.08214, 0.96078], [6.54379, 0.02828, -1.76531], [4.18452, 1.53554, -2.49899], [2.92303, 0.29369, -2.37236], [4.50510, -0.10073, -3.07076], [2.70361, -1.80476, -1.10424], [3.69990, -4.05461, -1.14090], [2.96300, -5.77289, 0.49427], [1.00428, -5.29885, 1.99061], [0.02328, -3.11238, 2.05183], [2.19552, 2.92667, -1.34575], [3.81374, 2.62315, -0.69494], [3.26217, 4.25948, -0.80980], [2.77687, 5.19853, 1.09366], [1.84771, 6.50665, 3.04400], [3.01779, 5.77678, 4.13060], [1.31981, 5.60848, 4.47135], [0.97327, 3.22162, 4.37889], [0.14819, 1.07718, 4.22810], [1.22153, -0.05413, 3.40330], [-0.26037, 0.50997, 2.66593], [2.79223, -1.22103, 2.59186], [3.35854, 0.35951, 3.15469], [4.33948, -1.07771, 3.48549], [6.29210, -0.83656, 2.36251]], "charge": -1, "largest_force_ev_per_a": 1.59, "orbital_gap_ev": [6.24, 4.42], "homo_ev": [-4.4, -4.4], "s_squared": 8.800, "e_tot_ha": -18460.147195, "spin_multiplicity": 6}